Computed, not measured: 9 unconnected molecules or ions with the total composition C34H91N5O14, with ωB97M-V/def2-TZVPD.

```
144
Properties=species:S:1:pos:R:3:forces:R:3
H -1.333 -1.705 -2.164 -0.5 0.0 0.3
C -1.936 -3.552 -1.527 -1.4 0.7 -0.7
C -1.257 1.243 4.909 1.1 -0.3 0.5
C -2.472 -4.315 -0.354 0.5 -0.6 0.7
H 2.173 -1.817 -0.694 0.3 0.1 0.3
H -2.320 1.373 5.117 -0.2 -0.3 -0.4
H -1.994 -4.016 0.588 0.0 0.1 -0.1
H 7.299 5.379 3.824 0.4 0.0 0.0
H -2.145 2.526 -1.702 -0.8 -0.2 0.1
C 1.157 -0.279 -3.161 0.3 -0.6 -0.5
C 3.339 -0.278 3.218 0.3 -0.3 0.2
N -2.143 5.379 -1.449 0.3 0.6 0.1
C 3.372 0.996 2.411 -0.7 0.1 0.7
C -2.041 1.821 -2.529 0.6 0.2 -0.4
H 0.142 1.626 0.662 -0.1 0.0 -0.1
C -6.372 0.587 -6.424 0.2 -0.3 0.4
H -0.991 0.399 3.013 0.2 -0.1 0.0
C 1.984 -5.977 -2.267 -0.1 0.4 0.4
C -2.764 0.144 -1.084 -0.2 -1.1 0.6
H -1.813 0.271 -0.555 0.2 0.6 -0.3
C 5.268 -0.640 -0.358 -0.2 -1.0 0.2
H -2.720 0.538 -6.308 0.2 0.0 -0.3
H -1.844 3.861 5.360 -0.3 -0.7 0.2
H 1.079 -2.199 -4.739 0.1 0.2 0.2
H 0.988 0.536 -2.465 -0.3 -0.1 0.1
H 5.256 1.109 0.532 0.2 -0.4 0.4
H 4.253 -0.843 2.992 -0.1 -0.2 -0.1
O -2.763 0.614 -2.421 0.5 -0.1 0.4
H 0.145 -6.422 -1.929 -0.1 0.0 0.3
C 1.506 -2.117 0.126 -0.3 -0.1 -0.4
H 2.931 -6.248 -1.803 -0.1 0.0 0.1
C -2.116 5.340 0.007 -0.7 -0.7 -0.1
C 7.262 4.413 4.328 -1.1 -0.6 0.4
H 1.207 3.037 0.474 -0.2 0.2 -0.3
H 7.102 4.544 5.398 0.2 0.2 0.0
H -3.342 7.123 -1.811 0.6 0.0 0.0
C 4.660 3.043 2.131 1.3 -1.0 0.6
H -0.978 -3.961 -1.845 0.0 0.0 0.1
O -3.845 4.377 -3.568 0.6 -0.2 0.2
O -3.880 -4.221 -0.247 0.1 0.0 -0.1
H -3.375 -1.603 -0.005 0.0 -0.2 0.0
C -3.452 5.745 -3.470 -0.8 -0.4 0.0
O -0.247 -3.502 4.596 -0.7 0.2 0.3
H -4.784 -1.632 -6.119 0.0 0.0 0.1
H -0.371 -3.622 2.556 0.2 0.1 -0.1
H 3.448 -0.816 6.416 0.0 -0.2 0.1
N -2.076 -1.189 -5.315 0.2 -0.5 0.8
O 0.380 -1.266 0.173 -0.1 -0.2 -0.1
C 0.055 -1.949 -4.439 0.0 -0.6 -0.7
H -3.550 0.682 -0.551 0.0 0.0 0.2
H -2.914 4.672 0.371 0.0 -0.1 0.1
H 4.825 -4.801 1.595 0.2 0.2 0.0
H -0.319 -1.667 -0.402 -0.2 0.4 0.3
H 1.987 -2.087 1.104 0.3 0.0 -0.2
H 0.446 -2.184 3.222 0.0 0.0 -0.3
H 0.576 -5.344 4.058 -0.2 0.0 0.0
H -5.062 4.398 -5.243 0.0 0.1 0.0
H -0.771 1.046 5.878 -0.1 0.5 0.2
H 3.890 3.496 2.759 0.0 0.6 -0.3
O 0.003 -1.098 -3.311 0.1 0.2 0.1
O 0.916 -6.298 -1.368 0.2 -0.3 -0.5
C 0.814 -4.422 4.596 0.5 0.1 0.0
H 8.147 3.788 4.190 0.2 0.2 -0.3
C 4.139 -3.984 1.822 -0.9 -0.2 -0.2
H 4.488 3.171 1.062 -0.3 0.1 0.0
H -2.070 -0.672 -4.439 -0.6 0.1 0.0
H -0.694 5.109 1.580 0.0 0.0 0.1
C -0.408 -2.859 3.348 0.4 -0.4 -0.8
H -2.337 2.266 -3.474 0.1 0.2 0.1
H -0.360 4.380 4.787 0.3 -0.3 -0.3
C -2.916 -0.547 -6.301 0.8 1.1 0.1
H 4.312 -3.109 1.192 0.4 0.1 0.1
C 0.267 2.680 0.912 0.2 0.0 0.9
N -1.830 -1.046 4.235 0.8 -0.1 0.1
H 4.489 -1.653 5.241 0.2 0.3 -0.2
C -3.306 6.047 -1.994 -0.8 -0.5 -0.2
C -0.870 0.056 4.048 -1.4 0.4 -1.2
H -2.522 5.938 -4.014 0.0 0.0 -0.1
H 4.184 -0.822 -0.380 0.0 0.2 0.0
H -0.609 -2.011 -6.510 0.3 -0.2 0.2
H 1.719 -4.007 4.138 0.0 0.1 -0.1
H -2.392 6.297 0.454 0.5 0.3 -0.3
H 5.665 -1.269 0.455 0.0 0.3 0.1
H 1.235 -3.154 -0.113 -0.1 0.0 0.3
H -3.815 -1.549 -1.759 -0.3 -0.4 0.3
H -2.538 -2.786 3.423 -0.1 -0.1 -0.5
H -3.342 4.174 -5.588 0.1 0.0 0.1
H -1.743 -1.670 2.200 -0.3 0.0 -0.1
H -4.244 5.667 -1.556 0.0 0.0 0.2
H 3.042 0.809 1.385 0.2 -0.1 -0.1
H -3.688 -5.149 1.619 0.1 0.1 0.1
N -1.819 -2.109 -1.357 0.9 0.0 0.5
O 5.620 0.700 -0.268 0.2 0.6 -0.4
O -0.888 3.373 0.518 -0.2 -0.1 -1.1
H 1.444 0.114 -4.140 0.0 0.2 0.1
H -2.198 -5.366 -0.532 0.0 -0.1 0.2
H 6.832 2.881 2.196 0.0 0.1 -0.5
C -4.381 -0.624 -5.968 -0.3 -0.3 0.1
H 6.198 4.560 1.978 0.2 0.1 0.1
H 0.048 5.185 0.005 0.0 -0.2 -0.3
H -0.325 3.364 6.180 -0.1 -0.6 0.1
C -0.824 3.483 5.215 0.2 1.9 -0.4
H -2.707 -3.743 -2.295 0.4 -0.2 -0.4
H -1.509 -1.523 5.078 -0.5 0.0 0.2
O 4.089 -3.675 3.210 0.4 -0.1 -0.3
H -2.672 -0.904 -7.303 -0.2 -0.2 0.0
H -0.423 -2.902 -4.198 -0.1 0.1 0.3
H -4.293 2.866 -4.842 0.1 -0.1 0.0
O 6.088 3.726 3.891 0.4 0.4 -0.3
H -0.953 1.674 -2.521 0.0 -0.4 -0.3
O 3.326 0.015 4.611 0.5 0.1 -0.4
H -4.302 6.298 -3.887 0.3 0.5 -0.1
C -3.028 -1.375 -1.011 -0.1 1.1 -1.2
H -5.320 -4.979 1.003 0.0 0.1 -0.1
H -6.834 1.148 -7.231 0.0 0.1 0.0
H 1.925 -6.502 -3.222 -0.1 0.0 0.0
C -4.352 -4.482 1.066 -0.2 0.1 -0.3
H 2.586 1.637 2.844 0.1 0.2 0.0
H 1.067 -4.650 5.630 -0.2 -0.1 0.1
H 0.365 2.760 2.003 0.1 -0.1 0.0
C -4.136 3.941 -4.871 -0.2 0.2 -0.1
H 5.689 -1.077 -1.267 0.0 0.3 -0.1
C 3.529 -1.146 5.382 -0.5 0.0 0.4
H -0.173 -0.416 -5.922 0.0 0.1 0.0
H 1.960 -4.894 -2.422 0.3 0.0 -0.3
H 0.184 -0.198 4.189 0.0 0.0 0.1
H -4.501 -0.355 -4.910 -0.1 0.0 0.1
C -0.819 4.779 0.538 0.2 0.4 1.1
H 5.077 1.501 3.392 -0.1 0.0 0.0
H 3.147 -4.338 1.536 0.0 -0.1 0.1
H -2.165 4.424 -1.777 0.0 0.0 -0.1
H 2.758 -1.896 5.172 -0.1 0.0 0.0
H -6.381 1.151 -5.486 -0.1 0.2 0.0
O -0.716 2.419 4.314 -0.1 -0.3 0.8
C -1.720 -2.099 3.200 0.7 0.1 1.7
H 5.006 -3.589 3.488 -0.1 0.1 0.2
H 1.980 -0.900 -2.794 0.1 0.1 0.1
O -5.044 0.303 -6.799 0.0 0.1 -0.3
H -4.492 -3.526 1.577 0.1 -0.1 0.3
H -6.955 -0.322 -6.245 0.0 -0.1 -0.1
H 2.459 -0.894 3.007 0.0 0.0 -0.3
N 4.696 1.603 2.457 -0.4 0.1 -0.7
C 6.053 3.595 2.474 -1.0 -0.1 0.6
C -0.668 -1.360 -5.632 -0.4 0.3 -0.6
```
Positions in Å, forces in eV/Å.

For the lowest unoccupied orbital energy, the calculation gives 0.5 eV. The total charge is 0.

Atom charges from the Löwdin analysis, given in e for atoms 1 to 8: 0.082, -0.190, -0.219, -0.236, 0.051, 0.125, 0.113, 0.085